Computed, not measured: C2H5NO2S in the gas phase at a distorted geometry, with wB97M-V/def2-TZVPD.

Each line ends with the Mulliken charge.
Geometry (Å):
S1 0.29081 -1.05789 -1.38324  0.304
O1 -1.32380 -1.37803 -1.54128  -0.429
O2 0.47627 -1.24141 0.17653  -0.255
N1 0.49862 1.31503 -0.90905  -0.485
C1 0.03519 1.16518 0.37611  -0.292
C2 0.58489 -0.11447 1.05611  -0.348
H1 0.40368 2.01737 0.96848  0.375
H2 0.01592 -0.36325 1.95518  0.252
H3 -1.07302 1.16705 0.47308  0.289
H4 1.64336 0.00253 1.29423  0.251
H5 -1.55191 -1.51212 -2.46616  0.338

Values from the calculation:
Kohn-Sham gap (alpha / beta) = 7.79 / 7.92 eV
energy = -18570.1199 eV
relative energy (zero: lowest compared OMol25 entry of this formula, charge and spin) = 525.8 kJ/mol